1.
{"formula": "C27H41BrIrN2P2", "method": "ωB97M-V/def2-TZVPD", "fmax_ev_per_a": 4.2, "total_charge": 4, "relative_energy_kj_mol": 414.5, "multiplicity": 6, "s_squared": 8.81, "gap_ev": [4.3, 4.1], "homo_energy_ev": [-17.114, -18.940], "symbols": ["C", "C", "C", "C", "N", "C", "C", "C", "C", "C", "C", "C", "C", "C", "Ir", "P", "H", "H", "H", "H", "H", "H", "H", "H", "C", "C", "H", "H", "H", "H", "H", "C", "C", "H", "H", "H", "H", "H", "C", "C", "H", "H", "H", "H", "H", "Br", "P", "C", "C", "H", "H", "H", "H", "H", "C", "C", "H", "H", "H", "H", "H", "C", "C", "H", "H", "H", "H", "H", "C", "C", "N", "H", "H", "H"], "xyz": [[-0.3983, 6.6072, -2.8528], [-0.6098, 5.2524, -3.2533], [-0.9350, 5.0603, -4.6300], [-1.0310, 6.1648, -5.4922], [-0.8403, 7.4326, -5.0921], [-0.5233, 7.6317, -3.8134], [-0.5078, 4.0719, -2.3642], [-0.4139, 3.1612, -1.5641], [-0.9800, 2.1841, -0.7073], [-0.1449, 1.9843, 0.4729], [-0.9255, 1.7154, 1.7209], [-2.2051, 1.0495, 1.6994], [-2.8738, 1.1286, 0.4978], [-2.3475, 1.7846, -0.6190], [0.8206, 0.3381, -0.0450], [2.2768, -0.7394, 1.2779], [-1.1245, 4.0545, -5.0269], [-0.1424, 6.8818, -1.8264], [-1.2741, 6.0288, -6.5398], [-0.3674, 8.6927, -3.5395], [-3.0673, 2.0425, -1.4113], [0.8520, 2.4869, 0.4670], [-3.9313, 0.9219, 0.4722], [-0.6776, 2.2945, 2.5811], [2.3488, -2.3036, 2.3138], [3.1751, -3.5263, 1.8972], [1.2997, -2.5822, 2.4554], [2.6820, -1.9722, 3.3096], [3.1258, -4.3200, 2.6575], [2.8181, -3.9799, 0.9698], [4.2414, -3.3081, 1.7751], [2.4887, -1.1227, -0.5589], [3.3782, -0.1180, -1.2348], [1.4134, -1.0135, -1.0248], [2.7232, -2.1760, -0.7124], [3.2804, -0.1971, -2.3212], [3.0311, 0.8975, -0.9582], [4.4275, -0.2369, -0.9633], [3.7685, 0.1549, 1.9416], [5.0858, -0.6188, 2.0715], [3.4049, 0.4694, 2.9348], [3.8953, 1.0855, 1.3681], [5.9066, 0.0756, 2.2928], [5.0485, -1.3271, 2.9094], [5.3530, -1.1622, 1.1552], [-3.0109, 0.2873, 3.1673], [-2.1801, -2.8458, -0.8141], [-0.5529, -3.0746, -0.0655], [0.0900, -4.3640, -0.5914], [-0.6645, -3.0556, 1.0303], [0.0122, -2.1712, -0.3493], [1.1627, -4.2399, -0.7740], [-0.0470, -5.1822, 0.1226], [-0.3568, -4.6929, -1.5392], [-3.3668, -3.0064, 0.6247], [-4.6960, -3.5758, 0.0742], [-3.4681, -2.0261, 1.1394], [-2.8985, -3.7012, 1.3526], [-5.3688, -3.8301, 0.8986], [-5.2076, -2.8582, -0.5778], [-4.5455, -4.4910, -0.5170], [-2.4378, -1.2235, -1.5636], [-2.7378, -1.4374, -3.0493], [-1.5309, -0.6308, -1.3754], [-3.2641, -0.7214, -1.0458], [-3.0980, -0.5190, -3.5168], [-1.8345, -1.7663, -3.5704], [-3.5097, -2.2073, -3.1795], [0.3026, 0.0173, 5.7382], [0.2814, 0.3615, 4.3371], [0.4737, 0.2459, 3.1949], [1.2317, -0.5783, 5.8735], [-0.6019, -0.5968, 5.9203], [0.2991, 0.9346, 6.3655]], "lowdin_spin": [0.486, 0.280, 0.108, 0.465, 0.990, 0.330, 0.018, 0.119, 0.016, 0.020, 0.050, 0.035, 0.020, 0.046, 0.855, -0.012, 0.003, 0.017, 0.027, 0.020, 0.001, 0.008, 0.001, 0.001, 0.000, -0.001, 0.000, 0.000, 0.000, 0.000, 0.000, 0.006, 0.038, 0.006, 0.000, 0.001, 0.015, 0.005, -0.003, -0.002, 0.000, 0.000, 0.000, 0.000, 0.000, 0.010, 0.603, 0.096, 0.025, 0.009, 0.011, 0.001, 0.001, 0.008, 0.079, 0.013, 0.016, 0.000, 0.000, 0.000, 0.003, 0.097, 0.024, 0.011, 0.007, 0.001, 0.001, 0.005, 0.000, 0.002, 0.005, 0.000, 0.000, 0.000]}

---

2.
{"formula": "C7H11N2O2S", "method": "ωB97M-V/def2-TZVPD", "fmax_ev_per_a": 4.9, "total_charge": 1, "relative_energy_kj_mol": 159.8, "gap_ev": 8.9, "homo_energy_ev": -12.675, "symbols": ["C", "C", "C", "C", "C", "C", "C", "N", "N", "O", "O", "S", "H", "H", "H", "H", "H", "H", "H", "H", "H", "H", "H"], "xyz": [[-0.4470, 0.7870, 3.0874], [-2.7112, 0.0738, 2.6853], [-0.7949, 0.7161, 1.7338], [0.7764, -0.2802, -2.1376], [1.3631, 1.3312, 0.8429], [0.7477, -2.6013, -2.4690], [-0.0949, 1.0621, 0.5898], [-2.1324, 0.3876, 1.5870], [-0.6046, 1.0881, -0.5809], [1.1301, -0.1643, -3.3739], [0.6151, -1.3768, -1.5656], [-1.6931, 0.2429, 4.0824], [0.5198, 0.8390, 3.5328], [-3.7433, -0.1896, 2.8658], [1.6192, 2.3285, 0.9622], [2.0149, 0.9470, 0.0503], [1.6220, 0.9854, 1.7856], [1.8210, -2.9177, -2.6422], [0.2079, -2.2300, -3.3955], [0.3887, -3.3928, -1.9064], [0.9071, 0.7125, -3.6903], [0.0897, 0.8836, -1.5239], [-1.6013, 0.7682, -0.5199]], "lowdin_charge": [-0.320, -0.402, -0.324, -0.296, 0.030, 0.067, -0.296, 0.031, 0.172, 0.148, 0.016, 1.090, 0.073, 0.086, 0.085, 0.100, 0.050, 0.125, 0.123, 0.066, 0.140, 0.094, 0.141]}

---

3.
{"formula": "C15H38Cl8O10", "method": "ωB97M-V/def2-TZVPD", "fmax_ev_per_a": 2.4, "total_charge": 0, "gap_ev": 10.2, "homo_energy_ev": -10.134, "symbols": ["Cl", "C", "Cl", "Cl", "Cl", "Cl", "C", "C", "Cl", "H", "H", "H", "H", "Cl", "C", "C", "Cl", "H", "H", "H", "H", "O", "C", "C", "O", "H", "H", "H", "H", "H", "H", "O", "C", "C", "O", "H", "H", "H", "H", "H", "H", "O", "C", "C", "O", "H", "H", "H", "H", "H", "H", "O", "C", "C", "O", "H", "H", "H", "H", "H", "H", "O", "C", "C", "O", "H", "H", "H", "H", "H", "H"], "xyz": [[1.0100, -0.5495, 10.7431], [0.1971, -0.9118, 9.1761], [-1.5343, -0.6717, 9.2820], [0.8351, 0.0830, 7.8355], [0.3792, -2.6211, 8.8361], [5.9874, 3.6352, -4.5141], [5.6003, 1.9065, -4.5010], [6.1535, 1.1674, -3.2901], [5.4926, 1.7233, -1.7502], [5.9981, 1.3973, -5.3788], [4.5124, 1.8387, -4.4896], [7.2356, 1.1801, -3.1598], [5.9705, 0.0952, -3.3618], [-5.9582, -3.5129, 3.7587], [-5.3030, -4.9819, 2.9908], [-5.3775, -5.0058, 1.5179], [-7.1365, -5.0617, 1.0796], [-5.8931, -5.7724, 3.4545], [-4.2779, -5.0780, 3.3486], [-4.8617, -5.8412, 1.0445], [-4.8173, -4.1451, 1.1526], [3.4419, -4.3672, 0.7337], [2.8740, -4.7917, 2.0027], [1.8659, -5.9012, 1.7970], [0.7955, -5.4525, 0.9918], [2.6729, -3.9916, 0.2986], [3.6948, -5.0236, 2.6814], [2.2654, -3.9425, 2.3134], [1.5124, -6.2200, 2.7776], [2.3579, -6.7492, 1.3207], [0.8551, -5.9211, 0.1561], [-1.0615, -0.5810, 1.3502], [-0.2263, 0.3985, 0.8330], [-0.1680, 0.2575, -0.7539], [0.5295, -0.9659, -1.1275], [-0.8195, -1.4361, 0.9871], [-0.6651, 1.3771, 1.0274], [0.7369, 0.2940, 1.3323], [0.3728, 1.0391, -1.2874], [-1.1473, 0.1632, -1.2232], [0.4087, -1.1236, -2.0667], [-7.4018, 4.6282, 5.0598], [-6.8788, 3.7853, 3.9912], [-5.4957, 4.2422, 3.4875], [-5.5484, 5.5574, 3.0162], [-7.5863, 5.5131, 4.7364], [-6.9440, 2.7505, 4.3273], [-7.6244, 3.8105, 3.1964], [-5.2596, 3.5845, 2.6510], [-4.6296, 4.0484, 4.1202], [-4.7532, 5.7701, 2.5224], [1.7647, -3.2049, -6.9309], [2.8931, -3.9009, -7.3128], [2.7359, -4.5673, -8.6716], [2.7561, -3.6167, -9.6807], [1.6611, -2.5262, -7.6018], [3.7555, -3.2376, -7.2471], [3.0072, -4.6521, -6.5313], [1.8013, -5.1237, -8.7426], [3.4483, -5.3684, -8.8688], [3.2908, -3.9768, -10.3920], [2.0457, 9.2550, -0.9665], [1.9538, 7.9832, -0.2830], [0.4953, 7.4568, -0.0305], [-0.4068, 8.3693, 0.6318], [1.5853, 9.1195, -1.7979], [2.5208, 7.2256, -0.8239], [2.4239, 8.1460, 0.6869], [0.4616, 6.5041, 0.4980], [-0.0008, 7.3869, -0.9986], [-0.5795, 9.1022, 0.0362]], "lowdin_charge": [0.499, -2.043, 0.520, 0.511, 0.513, 0.541, -0.672, -0.688, 0.542, 0.075, 0.064, 0.066, 0.070, 0.533, -0.709, -0.634, 0.521, 0.059, 0.074, 0.077, 0.078, -0.081, -0.220, -0.266, -0.060, 0.065, 0.123, 0.115, 0.116, 0.121, 0.088, -0.067, -0.235, -0.190, -0.107, 0.082, 0.114, 0.116, 0.104, 0.111, 0.074, -0.084, -0.201, -0.267, -0.059, 0.072, 0.116, 0.110, 0.107, 0.115, 0.089, -0.050, -0.277, -0.272, -0.053, 0.086, 0.119, 0.120, 0.118, 0.118, 0.090, -0.073, -0.218, -0.217, -0.085, 0.074, 0.109, 0.114, 0.116, 0.105, 0.074]}